# 1
{"formula": "C49H127N9O15", "method": "ωB97M-V/def2-TZVPD", "smiles": "COC[C@H](C)N.COC[C@H](C)N.COC[C@H](C)N.COC[C@H](C)N.COCCNCCOC.COCCNCCOC.COCCNCCOC.COCCNCCOC.COCCNCCOC.CC(C)O", "orbital_gap_ev": 8.964, "e_lumo_ev": 0.346, "species": ["C", "O", "C", "C", "C", "N", "H", "H", "H", "H", "H", "H", "H", "H", "H", "H", "H", "C", "O", "C", "C", "C", "N", "H", "H", "H", "H", "H", "H", "H", "H", "H", "H", "H", "C", "O", "C", "C", "C", "N", "H", "H", "H", "H", "H", "H", "H", "H", "H", "H", "H", "C", "O", "C", "C", "C", "N", "H", "H", "H", "H", "H", "H", "H", "H", "H", "H", "H", "C", "O", "C", "C", "N", "C", "C", "O", "C", "H", "H", "H", "H", "H", "H", "H", "H", "H", "H", "H", "H", "H", "H", "H", "C", "O", "C", "C", "N", "C", "C", "O", "C", "H", "H", "H", "H", "H", "H", "H", "H", "H", "H", "H", "H", "H", "H", "H", "C", "O", "C", "C", "N", "C", "C", "O", "C", "H", "H", "H", "H", "H", "H", "H", "H", "H", "H", "H", "H", "H", "H", "H", "C", "O", "C", "C", "N", "C", "C", "O", "C", "H", "H", "H", "H", "H", "H", "H", "H", "H", "H", "H", "H", "H", "H", "H", "C", "O", "C", "C", "N", "C", "C", "O", "C", "H", "H", "H", "H", "H", "H", "H", "H", "H", "H", "H", "H", "H", "H", "H", "C", "C", "C", "O", "H", "H", "H", "H", "H", "H", "H", "H"], "positions_angstrom": [[-9.278, 1.916, -3.714], [-9.426, 2.949, -2.709], [-8.168, 3.258, -2.073], [-8.225, 4.335, -0.985], [-6.798, 4.699, -0.479], [-8.936, 3.814, 0.164], [-8.816, 1.043, -3.251], [-8.535, 2.107, -4.488], [-10.256, 1.684, -4.134], [-7.747, 2.348, -1.645], [-7.529, 3.666, -2.856], [-8.859, 5.161, -1.309], [-6.341, 3.839, 0.011], [-6.765, 5.497, 0.262], [-6.227, 5.125, -1.303], [-9.843, 3.410, -0.021], [-9.051, 4.523, 0.874], [-1.020, 1.324, -1.127], [-1.594, 0.015, -1.177], [-2.298, -0.190, -2.372], [-2.714, -1.698, -2.531], [-1.489, -2.538, -2.871], [-3.647, -1.834, -3.695], [-0.070, 1.353, -1.660], [-0.745, 1.376, -0.073], [-1.617, 2.189, -1.413], [-3.149, 0.491, -2.323], [-1.645, 0.042, -3.214], [-3.182, -2.142, -1.653], [-1.064, -2.378, -3.862], [-1.750, -3.589, -2.752], [-0.608, -2.251, -2.296], [-4.007, -2.774, -3.776], [-4.500, -1.380, -3.401], [-0.586, 10.108, 1.939], [0.632, 10.575, 1.367], [1.446, 9.550, 0.841], [2.213, 8.743, 1.949], [3.020, 9.639, 2.854], [3.094, 7.755, 1.306], [-1.236, 9.863, 1.099], [-0.950, 10.911, 2.579], [-0.450, 9.236, 2.579], [0.743, 8.903, 0.315], [2.168, 9.978, 0.147], [1.450, 8.191, 2.499], [2.435, 10.510, 3.151], [3.852, 10.012, 2.256], [3.527, 9.095, 3.652], [3.714, 8.229, 0.665], [3.658, 7.454, 2.088], [6.515, -2.088, -1.320], [7.331, -2.712, -0.371], [6.671, -3.707, 0.423], [7.562, -3.963, 1.738], [8.914, -4.605, 1.460], [6.873, -4.814, 2.657], [5.832, -2.823, -1.744], [7.023, -1.656, -2.182], [5.977, -1.329, -0.753], [5.672, -3.325, 0.633], [6.537, -4.600, -0.187], [7.752, -2.974, 2.156], [9.394, -4.792, 2.421], [9.579, -3.958, 0.888], [8.988, -5.497, 0.838], [7.029, -5.752, 2.315], [5.891, -4.651, 2.488], [3.530, -10.841, -1.231], [4.184, -9.741, -0.701], [4.675, -9.885, 0.614], [3.684, -10.037, 1.762], [2.859, -8.817, 1.879], [1.934, -8.742, 3.020], [1.050, -7.472, 3.051], [1.924, -6.326, 3.243], [1.392, -5.036, 2.991], [3.285, -10.708, -2.285], [2.557, -11.030, -0.777], [4.137, -11.746, -1.218], [5.176, -8.929, 0.761], [5.472, -10.627, 0.569], [4.340, -10.191, 2.619], [3.107, -10.939, 1.557], [2.400, -8.597, 1.006], [2.444, -8.923, 3.966], [1.223, -9.568, 3.016], [0.355, -7.628, 3.875], [0.475, -7.410, 2.127], [0.733, -4.982, 2.125], [2.276, -4.457, 2.723], [0.887, -4.613, 3.859], [-14.253, -2.793, -3.108], [-12.893, -2.975, -2.631], [-12.714, -4.010, -1.652], [-11.268, -3.893, -1.239], [-10.286, -4.512, -2.124], [-10.296, -5.964, -1.929], [-9.085, -6.624, -2.508], [-8.813, -6.281, -3.839], [-7.707, -6.941, -4.361], [-14.741, -3.750, -3.294], [-14.047, -2.163, -3.973], [-14.713, -2.139, -2.367], [-12.962, -5.001, -2.034], [-13.402, -3.893, -0.815], [-11.250, -4.297, -0.227], [-11.105, -2.828, -1.071], [-10.548, -4.289, -3.074], [-11.223, -6.430, -2.263], [-10.307, -6.154, -0.855], [-9.131, -7.696, -2.316], [-8.241, -6.395, -1.858], [-6.769, -6.596, -3.927], [-7.519, -6.723, -5.413], [-7.704, -8.028, -4.279], [8.755, -8.388, -5.616], [8.908, -7.277, -6.509], [7.764, -6.442, -6.370], [6.398, -6.865, -6.965], [6.427, -6.607, -8.430], [5.159, -6.921, -9.094], [3.918, -6.087, -8.521], [2.705, -6.085, -9.335], [2.702, -5.574, -10.634], [8.036, -9.089, -6.040], [8.368, -8.150, -4.625], [9.719, -8.895, -5.589], [8.016, -5.509, -6.874], [7.673, -6.040, -5.361], [5.612, -6.319, -6.443], [6.348, -7.934, -6.759], [7.140, -7.220, -8.799], [5.078, -7.988, -8.882], [5.252, -6.826, -10.176], [4.217, -5.072, -8.259], [3.646, -6.392, -7.511], [1.688, -5.442, -11.012], [3.213, -6.263, -11.307], [3.098, -4.560, -10.697], [-2.678, 6.839, 7.585], [-1.665, 7.785, 7.831], [-2.103, 8.845, 8.707], [-1.148, 10.073, 8.585], [-1.503, 11.211, 9.513], [-2.763, 11.896, 9.171], [-3.123, 12.849, 10.290], [-2.419, 14.098, 10.061], [-2.833, 15.219, 10.786], [-3.622, 7.303, 7.302], [-2.888, 6.309, 8.514], [-2.377, 6.132, 6.812], [-2.103, 8.438, 9.718], [-3.126, 9.070, 8.407], [-0.962, 10.512, 7.605], [-0.163, 9.732, 8.901], [-0.807, 11.943, 9.482], [-3.523, 11.141, 8.968], [-2.548, 12.445, 8.254], [-2.774, 12.470, 11.251], [-4.165, 13.165, 10.340], [-2.492, 15.227, 11.821], [-3.922, 15.233, 10.823], [-2.612, 16.156, 10.273], [7.464, 3.244, 8.497], [6.098, 3.362, 8.135], [5.767, 2.771, 6.884], [5.722, 3.665, 5.636], [7.066, 4.301, 5.482], [7.998, 3.499, 4.590], [9.362, 4.129, 4.564], [9.938, 4.072, 5.870], [11.212, 4.670, 5.979], [7.598, 3.655, 9.497], [8.238, 3.641, 7.839], [7.647, 2.170, 8.503], [4.801, 2.293, 7.047], [6.410, 1.938, 6.601], [4.930, 4.405, 5.750], [5.458, 3.086, 4.751], [7.568, 4.297, 6.358], [7.520, 3.454, 3.611], [8.119, 2.462, 4.902], [9.205, 5.191, 4.370], [9.981, 3.698, 3.778], [11.195, 5.759, 5.943], [11.910, 4.327, 5.216], [11.649, 4.406, 6.942], [-4.852, -1.516, -10.653], [-4.049, -0.236, -10.628], [-4.468, 0.704, -11.790], [-4.308, 0.428, -9.427], [-4.688, -1.994, -9.687], [-4.609, -2.205, -11.462], [-5.914, -1.339, -10.822], [-2.990, -0.472, -10.730], [-4.584, 0.302, -12.796], [-3.850, 1.596, -11.892], [-5.505, 0.992, -11.615], [-4.055, -0.175, -8.724]]}

---

# 2
{"formula": "C49H30N13O2Ta", "method": "ωB97M-V/def2-TZVPD", "orbital_gap_ev": [5.057, 4.863], "charge": 2, "e_lumo_ev": [-6.777, -6.786], "species": ["Ta", "C", "C", "C", "C", "C", "N", "C", "C", "C", "C", "C", "C", "C", "C", "N", "C", "N", "C", "N", "C", "N", "C", "N", "C", "N", "C", "C", "C", "C", "C", "C", "C", "C", "C", "C", "C", "C", "C", "C", "N", "H", "H", "H", "H", "H", "H", "H", "H", "H", "H", "H", "H", "H", "H", "H", "H", "O", "C", "N", "C", "O", "C", "C", "C", "C", "C", "N", "C", "C", "C", "C", "C", "N", "H", "H", "H", "H", "H", "H", "H", "H", "N", "C", "C", "C", "C", "C", "N", "H", "H", "H", "H", "H", "H"], "positions_angstrom": [[-0.122, 0.320, -0.149], [6.418, 0.720, 1.589], [5.941, 0.891, 2.894], [4.600, 0.711, 3.200], [3.763, 0.393, 2.142], [2.332, 0.124, 2.107], [1.663, 0.072, 3.251], [0.382, -0.142, 3.140], [-0.557, -0.140, 4.295], [-0.420, -0.617, 5.535], [-1.572, -0.778, 6.429], [-2.879, -0.966, 6.163], [-3.706, -1.145, 4.897], [-1.838, 0.193, 3.694], [-1.648, -0.155, 2.272], [-3.377, -0.147, 1.057], [-3.129, -0.880, -0.099], [-1.872, -0.978, -0.626], [-2.023, -1.946, -1.652], [-1.068, -2.488, -2.346], [0.195, -2.165, -2.234], [0.784, -1.194, -1.386], [2.146, -1.280, -1.709], [3.190, -0.695, -1.101], [3.080, -0.178, 0.062], [1.885, -0.082, 0.829], [4.233, 0.235, 0.853], [5.574, 0.369, 0.543], [2.395, -2.193, -2.757], [3.587, -2.585, -3.394], [3.484, -3.552, -4.359], [2.234, -4.139, -4.686], [1.074, -3.774, -4.053], [1.173, -2.776, -3.071], [-3.388, -2.373, -1.730], [-4.036, -3.300, -2.551], [-5.380, -3.495, -2.334], [-6.091, -2.794, -1.331], [-5.462, -1.888, -0.514], [-4.087, -1.693, -0.729], [-0.280, -0.273, 1.956], [7.475, 0.851, 1.399], [6.638, 1.154, 3.678], [4.224, 0.809, 4.209], [0.553, -0.917, 5.905], [-1.314, -0.803, 7.481], [-3.486, -1.102, 7.052], [-4.743, -0.894, 5.129], [5.947, 0.209, -0.459], [4.535, -2.142, -3.125], [4.368, -3.888, -4.884], [2.205, -4.901, -5.453], [0.124, -4.232, -4.290], [-3.499, -3.841, -3.317], [-5.919, -4.204, -2.948], [-7.150, -2.976, -1.219], [-6.000, -1.341, 0.248], [-0.231, 4.284, -1.223], [-0.606, 3.151, -1.295], [-0.971, 2.310, -0.207], [-1.926, 2.972, 0.643], [-2.208, 4.134, 0.600], [-2.481, 2.007, 1.595], [-2.978, 2.220, 2.814], [-3.014, 1.128, 3.822], [-3.213, -0.395, 3.685], [-2.941, -0.978, 2.260], [-2.184, 0.683, 1.213], [-0.749, 2.412, -2.585], [-0.901, 3.094, -3.773], [-1.032, 2.358, -4.941], [-0.973, 0.978, -4.847], [-0.784, 0.381, -3.611], [-0.678, 1.076, -2.470], [-3.173, 3.235, 3.137], [-3.248, 1.448, 4.828], [-3.712, -2.217, 4.670], [-3.017, -2.055, 2.149], [-0.915, 4.175, -3.754], [-1.176, 2.846, -5.895], [-1.068, 0.347, -5.719], [-0.717, -0.693, -3.555], [1.518, 2.853, 1.214], [2.094, 2.706, -0.027], [3.240, 3.438, -0.350], [3.813, 3.302, -1.587], [3.234, 2.425, -2.502], [2.135, 1.712, -2.116], [1.557, 1.803, -0.888], [1.977, 3.544, 1.791], [0.520, 3.010, 1.181], [3.637, 4.131, 0.380], [4.688, 3.880, -1.850], [3.638, 2.288, -3.494], [1.686, 1.010, -2.798]]}